C36H49N5O7 | ωB97M-V/def2-TZVPD

Properties
energy above the lowest of the compared OMol25 structures with the same formula, charge and spin	0.178	eV
calculated total energy	-59911.326	eV
Kohn-Sham gap	0.3048	Ha
E_LUMO	-0.482	eV

Last columns: bonded neighbours and bond lengths (Å).
Element x y z (Å)
1 C -1.11246 -1.29157 3.60156  H2 1.088, C3 1.525, H96 1.088, H97 1.088
2 H -1.99193 -1.33123 4.24136  C1 1.088
3 C -0.21457 -2.49733 3.85717  C1 1.525, H4 1.092, C5 1.529, H95 1.093
4 H -0.77782 -3.40453 3.62717  C3 1.092
5 C 1.06068 -2.48051 3.01293  C3 1.529, C6 1.530, H93 1.091, H94 1.092
6 C 2.11444 -1.50165 3.53443  C5 1.530, C7 1.531, H91 1.092, H92 1.092
7 C 3.24233 -1.28595 2.52225  C6 1.531, H8 1.090, H9 1.091, C10 1.534
8 H 4.14904 -0.96489 3.03599  C7 1.090
9 H 3.45265 -2.23052 2.01908  C7 1.091
10 C 2.84840 -0.23957 1.47246  C7 1.534, N11 1.458, H89 1.090, H90 1.093
11 N 3.60046 -0.35212 0.22884  C10 1.458, C12 1.353, C66 1.452
12 C 3.23601 -1.35918 -0.59825  N11 1.353, O13 1.222, C14 1.524
13 O 2.29519 -2.08560 -0.31448  C12 1.222
14 C 4.03051 -1.56993 -1.88138  C12 1.524, C15 1.530, H64 1.093, H65 1.089
15 C 3.26693 -2.47140 -2.85321  C14 1.530, H16 1.091, H17 1.091, C18 1.534
16 H 3.95871 -2.87953 -3.59166  C15 1.091
17 H 2.83050 -3.29541 -2.28643  C15 1.091
18 C 2.16700 -1.71224 -3.60649  C15 1.534, N19 1.455, H62 1.089, H63 1.093
19 N 1.09904 -1.25850 -2.72945  C18 1.455, C20 1.382, C41 1.380
20 C 0.05980 -2.08347 -2.34464  N19 1.382, C21 1.355, C58 1.493
21 C -0.79190 -1.72098 -1.35442  C20 1.355, C22 1.466, C39 1.510
22 C -1.93667 -2.51903 -0.90485  C21 1.466, O23 1.211, O24 1.348
23 O -2.46265 -3.44201 -1.48658  C22 1.211
24 O -2.37527 -2.07108 0.28875  C22 1.348, C25 1.431
25 C -3.57635 -2.64387 0.81479  O24 1.431, C26 1.506, H37 1.095, H38 1.092
26 C -4.73962 -1.72479 0.54985  C25 1.506, C27 1.390, C31 1.388
27 C -5.33383 -1.70581 -0.70623  C26 1.390, C28 1.383, H36 1.080
28 C -6.39371 -0.85498 -0.96435  C27 1.383, C29 1.385, H35 1.080
29 C -6.86894 -0.01570 0.02963  C28 1.385, C30 1.385, H34 1.080
30 C -6.26915 -0.01717 1.27781  C29 1.385, C31 1.384, H33 1.080
31 C -5.20492 -0.86448 1.53477  C26 1.388, C30 1.384, H32 1.080
32 H -4.73822 -0.86576 2.50909  C31 1.080
33 H -6.62930 0.64638 2.04975  C30 1.080
34 H -7.70148 0.64200 -0.17068  C29 1.080
35 H -6.85523 -0.84921 -1.94034  C28 1.080
36 H -4.96580 -2.36750 -1.47665  C27 1.080
37 H -3.73556 -3.61900 0.34265  C25 1.095
38 H -3.40727 -2.76735 1.88665  C25 1.092
39 C -0.60606 -0.43631 -0.58308  C21 1.510, N40 1.446, C44 1.517, H57 1.102
40 N 0.43979 0.35622 -1.18964  C39 1.446, C41 1.341, H43 1.010
41 C 1.29387 -0.01945 -2.15295  N19 1.380, N40 1.341, O42 1.226
42 O 2.18611 0.73487 -2.52322  C41 1.226
43 H 0.62819 1.25644 -0.77159  N40 1.010
44 C -1.87650 0.39267 -0.56162  C39 1.517, C45 1.390, C49 1.391
45 C -2.24434 1.08393 0.58735  C44 1.390, C46 1.380, H56 1.079
46 C -3.39637 1.84297 0.60907  C45 1.380, C47 1.389, H55 1.079
47 C -4.17846 1.91854 -0.53614  C46 1.389, C48 1.389, N52 1.439
48 C -3.81396 1.25119 -1.69884  C47 1.389, C49 1.379, H51 1.079
49 C -2.66017 0.49507 -1.70658  C44 1.391, C48 1.379, H50 1.080
50 H -2.36888 -0.03676 -2.59982  C49 1.080
51 H -4.44226 1.33127 -2.57222  C48 1.079
52 N -5.39041 2.69366 -0.51480  C47 1.439, O53 1.212, O54 1.213
53 O -6.03512 2.76221 -1.53937  N52 1.212
54 O -5.69601 3.23375 0.52707  N52 1.213
55 H -3.70600 2.37419 1.49568  C46 1.079
56 H -1.63514 1.01026 1.47521  C45 1.079
57 H -0.32759 -0.67276 0.45684  C39 1.102
58 C -0.08428 -3.36518 -3.09718  C20 1.493, H59 1.084, H60 1.087, H61 1.089
59 H -0.93915 -3.91644 -2.72293  C58 1.084
60 H 0.80701 -3.97742 -2.98750  C58 1.087
61 H -0.24352 -3.16475 -4.15609  C58 1.089
62 H 1.75115 -2.33561 -4.39659  C18 1.089
63 H 2.59503 -0.81533 -4.06218  C18 1.093
64 H 4.98027 -2.03699 -1.60881  C14 1.093
65 H 4.23829 -0.61941 -2.37047  C14 1.089
66 C 4.71796 0.55561 0.03886  N11 1.452, C67 1.528, H71 1.092, C72 1.546
67 C 5.90897 0.19302 0.92458  C66 1.528, H68 1.086, H69 1.086, H70 1.087
68 H 6.78006 0.76333 0.61427  C67 1.086
69 H 5.69600 0.44640 1.95895  C67 1.086
70 H 6.12931 -0.86878 0.84827  C67 1.087
71 H 5.02517 0.52342 -1.00812  C66 1.092
72 C 4.25922 2.00363 0.32722  C66 1.546, O73 1.214, N74 1.343
73 O 4.69755 2.65711 1.25227  C72 1.214
74 N 3.33844 2.45243 -0.54058  C72 1.343, H75 1.018, C76 1.447
75 H 3.00980 1.86290 -1.30323  N74 1.018
76 C 2.76569 3.77686 -0.43442  N74 1.447, C77 1.531, H87 1.093, H88 1.093
77 C 1.26015 3.72040 -0.16289  C76 1.531, C78 1.529, H85 1.094, H86 1.094
78 C 0.66865 5.08010 0.20991  C77 1.529, C79 1.524, H83 1.093, H84 1.092
79 C 0.72530 6.08853 -0.93105  C78 1.524, H80 1.086, H81 1.088, H82 1.087
80 H 1.75268 6.34092 -1.17827  C79 1.086
81 H 0.24295 5.68703 -1.81975  C79 1.088
82 H 0.21111 7.00353 -0.64755  C79 1.087
83 H -0.37422 4.93358 0.50199  C78 1.093
84 H 1.20275 5.47799 1.07474  C78 1.092
85 H 1.08605 3.02717 0.66555  C77 1.094
86 H 0.74816 3.34307 -1.05300  C77 1.094
87 H 2.96122 4.32329 -1.36097  C76 1.093
88 H 3.27775 4.27683 0.39164  C76 1.093
89 H 2.98908 0.76443 1.87270  C10 1.090
90 H 1.79377 -0.37841 1.22205  C10 1.093
91 H 1.65859 -0.53734 3.76797  C6 1.092
92 H 2.53108 -1.89691 4.46333  C6 1.092
93 H 0.80847 -2.24429 1.97784  C5 1.091
94 H 1.49799 -3.48127 3.00978  C5 1.092
95 H 0.05504 -2.53586 4.91533  C3 1.093
96 H -0.58748 -0.36217 3.81166  C1 1.088
97 H -1.44181 -1.28198 2.56438  C1 1.088

---

C25H42N8O3 | ωB97M-V/def2-TZVPD

Properties
SMILES string	COC(=O)OC.CCCC#N.CCCC#N.CCCC#N.CC#N.CC#N.CC#N.CC#N.CC#N
calculated total energy	-44666.650	eV
Kohn-Sham gap	0.4189	Ha
E_LUMO	0.184	eV

Last columns: bonded neighbours and bond lengths (Å).
Element x y z (Å)
1 C -0.47920 -0.30804 3.99088  O2 1.448, H7 1.083, H8 1.088, H9 1.118
2 O 0.72791 -0.06429 3.22989  C1 1.448, C3 1.329
3 C 1.47682 0.96949 3.60110  O2 1.329, O4 1.216, O5 1.313
4 O 1.27610 1.83486 4.43154  C3 1.216
5 O 2.60750 0.81294 2.95223  C3 1.313, C6 1.458
6 C 3.68028 1.68177 3.42218  O5 1.458, H10 1.075, H11 1.067, H12 1.122
7 H -0.16525 -0.46316 5.01574  C1 1.083
8 H -1.04625 -1.10274 3.51140  C1 1.088
9 H -1.02034 0.66597 3.90459  C1 1.118
10 H 3.90683 1.41681 4.43911  C6 1.075
11 H 3.46241 2.72631 3.43294  C6 1.067
12 H 4.50306 1.36851 2.72744  C6 1.122
13 C 1.78294 -0.88264 -2.54789  C14 1.518, H18 1.108, H19 1.088, H20 1.097
14 C 2.36209 -1.80796 -1.49366  C13 1.518, C15 1.654, H21 1.098, H22 1.070
15 C 2.32560 -0.91341 -0.10328  C14 1.654, C16 1.472, H23 1.109, H24 1.132
16 C 3.32739 0.16408 -0.05469  C15 1.472, N17 1.136
17 N 4.03300 1.04020 -0.21552  C16 1.136
18 H 1.94093 -1.25627 -3.57884  C13 1.108
19 H 2.23161 0.10500 -2.46610  C13 1.088
20 H 0.71540 -0.76906 -2.32152  C13 1.097
21 H 3.40337 -2.13458 -1.61734  C14 1.098
22 H 1.75620 -2.66876 -1.30060  C14 1.070
23 H 2.33615 -1.63462 0.73877  C15 1.109
24 H 1.30909 -0.42942 0.01760  C15 1.132
25 C 0.34726 4.38978 -1.59869  C26 1.543, H30 1.081, H31 1.068, H32 1.089
26 C 1.10492 4.06248 -0.29479  C25 1.543, C27 1.534, H33 1.152, H34 1.088
27 C 0.19468 3.61101 0.85461  C26 1.534, C28 1.519, H35 1.096, H36 1.103
28 C -0.35637 2.20738 0.67278  C27 1.519, N29 1.164
29 N -0.95013 1.20732 0.63005  C28 1.164
30 H -0.44988 5.09317 -1.40486  C25 1.081
31 H 0.08027 3.49471 -2.11676  C25 1.068
32 H 1.09810 4.92003 -2.18318  C25 1.089
33 H 1.55492 5.03021 0.13893  C26 1.152
34 H 1.92208 3.34736 -0.35706  C26 1.088
35 H -0.66094 4.27937 1.00269  C27 1.096
36 H 0.76818 3.58825 1.79617  C27 1.103
37 C -1.28642 1.07959 -3.49660  C38 1.518, H42 1.116, H43 1.036, H44 1.087
38 C -2.19841 -0.13290 -3.54450  C37 1.518, C39 1.523, H45 1.103, H46 1.131
39 C -2.32515 -0.72244 -4.94314  C38 1.523, C40 1.469, H47 1.075, H48 1.073
40 C -1.09474 -1.30238 -5.49716  C39 1.469, N41 1.138
41 N -0.15472 -1.58235 -6.07426  C40 1.138
42 H -1.39128 1.56101 -2.49546  C37 1.116
43 H -1.57752 1.72459 -4.25281  C37 1.036
44 H -0.23848 0.82560 -3.63546  C37 1.087
45 H -3.19565 0.20948 -3.22124  C38 1.103
46 H -1.90309 -0.99288 -2.87170  C38 1.131
47 H -2.62458 0.11140 -5.55239  C39 1.075
48 H -3.05872 -1.50188 -5.01213  C39 1.073
49 C 0.70621 -4.41309 -4.21012  C50 1.411, H52 1.064, H53 1.135, H54 1.130
50 C -0.42563 -4.12548 -3.41732  C49 1.411, N51 1.135
51 N -1.17922 -3.87245 -2.60739  C50 1.135
52 H 1.52720 -4.31730 -3.53996  C49 1.064
53 H 0.89279 -3.69695 -5.07025  C49 1.135
54 H 0.74334 -5.49177 -4.54463  C49 1.130
55 C -1.22936 3.37169 6.06279  C56 1.496, H58 1.081, H59 1.077, H60 1.063
56 C -2.36990 2.42810 5.84759  C55 1.496, N57 1.131
57 N -3.26896 1.76411 5.67716  C56 1.131
58 H -1.15125 3.53690 7.12797  C55 1.081
59 H -1.40440 4.28857 5.52517  C55 1.077
60 H -0.37131 2.93884 5.60925  C55 1.063
61 C 2.01325 -6.04147 0.84194  C62 1.448, H64 1.074, H65 1.117, H66 1.080
62 C 2.36055 -5.63241 -0.50293  C61 1.448, N63 1.140
63 N 2.54952 -5.25740 -1.56320  C62 1.140
64 H 1.17788 -6.71455 0.78996  C61 1.074
65 H 1.68258 -5.12677 1.39202  C61 1.117
66 H 2.83322 -6.52137 1.35525  C61 1.080
67 C -4.12411 1.67438 1.24272  C68 1.460, H70 1.093, H71 1.082, H72 1.117
68 C -3.53944 2.87994 1.82279  C67 1.460, N69 1.185
69 N -3.13181 3.95824 2.09570  C68 1.185
70 H -4.66074 1.16153 2.04440  C67 1.093
71 H -3.33510 1.05062 0.84281  C67 1.082
72 H -4.78080 2.03454 0.41438  C67 1.117
73 C -1.44096 -2.19646 0.19139  C74 1.449, H76 1.080, H77 1.121, H78 1.083
74 C -2.84324 -1.92581 -0.05050  C73 1.449, N75 1.121
75 N -3.93930 -1.82126 -0.26098  C74 1.121
76 H -1.15858 -1.52085 0.98561  C73 1.080
77 H -0.91787 -2.03084 -0.78567  C73 1.121
78 H -1.27253 -3.24011 0.42503  C73 1.083